[1]
Computed, not measured: 2 unconnected molecules or ions with the total composition C2H3NO, with wB97M-V/def2-TZVPD.

Results
Energy relative to the best compared isomer or geometry (same formula, charge and spin) ... 168.6 kJ/mol
HOMO level ... -10.4 eV
M ... 57.1 g mol⁻¹
HOMO-LUMO gap ... 10.938 eV

Atoms and positions in Å:
1 C 1.796 -0.044 1.381
2 C -0.728 -0.208 -0.567
3 N 2.309 -1.017 1.063
4 O -0.543 0.184 0.563
5 H 1.611 0.801 1.910
6 H -0.020 -0.960 -1.043
7 H -1.722 -0.002 -1.082

---

[2]
Computed, not measured: a molecular structure, C28H22N8O2V, with wB97M-V/def2-TZVPD.

Results
Expectation value of S² ... 2.073
Total charge ... +1
HOMO level (spin up / spin down) ... -10.4 / -10.4 eV
Multiplicity ... 3
M ... 553.5 g mol⁻¹
HOMO-LUMO gap (spin up / spin down) ... 6.449 / 6.478 eV

Atoms and positions in Å:
1 V 0.217 0.497 -0.662
2 O -5.691 -1.593 2.378
3 N -5.440 -0.416 2.513
4 O -6.127 0.365 3.131
5 C -4.232 0.113 1.903
6 C -3.991 1.444 2.113
7 C -2.845 2.090 1.593
8 C -2.540 3.445 1.798
9 C -1.369 3.938 1.257
10 C -0.542 3.103 0.514
11 N -0.818 1.821 0.272
12 C -1.948 1.324 0.821
13 C -2.203 -0.051 0.582
14 N -1.284 -0.669 -0.190
15 C -1.470 -1.947 -0.480
16 C -2.539 -2.678 0.029
17 C -3.474 -2.076 0.845
18 C -3.340 -0.705 1.126
19 H -4.690 2.022 2.702
20 H -3.201 4.071 2.372
21 H -1.098 4.971 1.401
22 H 0.374 3.501 0.087
23 H -0.742 -2.409 -1.137
24 H -2.637 -3.724 -0.215
25 H -4.288 -2.649 1.257
26 C -1.051 0.668 -2.354
27 C 0.023 1.523 -2.796
28 C 1.126 0.990 -3.497
29 C 2.212 1.777 -3.817
30 C 2.223 3.125 -3.482
31 C 1.114 3.691 -2.868
32 C 0.028 2.907 -2.530
33 H -1.182 -0.240 -2.941
34 H -1.997 1.175 -2.160
35 H 1.084 -0.041 -3.828
36 H 3.050 1.351 -4.348
37 H 3.069 3.740 -3.739
38 H 1.098 4.753 -2.668
39 H -0.861 3.369 -2.118
40 N 3.787 -4.661 -2.433
41 C 3.296 -3.711 -1.632
42 N 3.543 -3.771 -0.311
43 N 2.577 -2.769 -2.187
44 C 1.982 -1.775 -1.673
45 N 1.344 -0.836 -1.402
46 H 4.297 -5.450 -2.077
47 H 3.539 -4.645 -3.406
48 H 4.156 -4.469 0.080
49 H 3.229 -3.032 0.297
50 N 4.046 -1.196 5.304
51 C 3.316 -1.022 4.438
52 C 2.468 -0.782 3.331
53 C 1.730 -1.809 2.743
54 C 0.944 -1.538 1.636
55 C 0.883 -0.264 1.081
56 C 1.642 0.744 1.673
57 C 2.418 0.505 2.794
58 H 1.776 -2.804 3.160
59 H 0.383 -2.353 1.191
60 H 1.646 1.758 1.268
61 H 2.980 1.303 3.260

---

[3]
Computed, not measured: a molecular structure, C20H27BF4N3O7PS3W, with wB97M-V/def2-TZVPD.

Results
Energy relative to the best compared isomer or geometry (same formula, charge and spin) ... 16.2 kJ/mol
HOMO level ... -8.4 eV
M ... 819.3 g mol⁻¹
HOMO-LUMO gap ... 7.440 eV

Atoms and positions in Å:
1 W -0.437 -0.893 -0.993
2 N -1.142 -4.037 2.200
3 C -1.108 -5.293 1.538
4 C -1.927 -6.339 1.919
5 C -1.849 -7.538 1.221
6 C -0.996 -7.666 0.135
7 C -0.204 -6.596 -0.261
8 C -0.237 -5.413 0.462
9 S 0.835 -4.060 0.139
10 N -0.307 -2.779 0.416
11 C -1.022 -2.889 1.476
12 C -1.699 -1.662 1.984
13 C -2.587 -1.670 3.043
14 C -3.097 -0.452 3.483
15 C -2.706 0.702 2.843
16 C -1.837 0.617 1.759
17 N -1.339 -0.541 1.345
18 H -1.672 -3.996 3.052
19 H -2.614 -6.229 2.749
20 H -2.471 -8.371 1.520
21 H -0.951 -8.598 -0.411
22 H 0.454 -6.679 -1.116
23 H -2.911 -2.585 3.516
24 H -3.793 -0.423 4.310
25 H -3.071 1.672 3.148
26 H -1.541 1.496 1.212
27 F 1.194 -0.839 0.143
28 B 3.381 -1.058 -0.519
29 F 3.244 -0.970 -1.826
30 F 3.737 0.002 0.199
31 F 3.459 -2.256 0.053
32 O 0.441 -2.262 -2.030
33 S -0.082 -1.825 -3.514
34 O 1.021 -1.804 -4.430
35 O -0.292 -0.345 -2.861
36 S -2.445 -1.547 -1.179
37 C 2.781 3.339 0.450
38 C 1.636 3.012 1.394
39 C 1.002 4.277 1.945
40 C 2.091 2.067 2.493
41 O 0.551 2.302 0.710
42 P 0.405 1.948 -0.802
43 O 1.489 1.212 -1.453
44 O -0.879 1.020 -0.830
45 O 0.006 3.355 -1.387
46 C -0.042 3.755 -2.797
47 C -0.853 2.749 -3.586
48 C 1.383 3.861 -3.316
49 C -0.721 5.113 -2.764
50 H 3.577 3.806 1.031
51 H 2.468 4.044 -0.321
52 H 3.174 2.444 -0.029
53 H 1.745 4.867 2.483
54 H 0.191 4.033 2.634
55 H 0.598 4.879 1.131
56 H 2.830 2.558 3.128
57 H 2.536 1.173 2.056
58 H 1.245 1.769 3.114
59 H -0.361 1.778 -3.624
60 H -0.970 3.114 -4.609
61 H -1.844 2.619 -3.148
62 H 1.887 2.896 -3.269
63 H 1.949 4.584 -2.728
64 H 1.366 4.199 -4.354
65 H -1.732 5.025 -2.366
66 H -0.776 5.521 -3.774
67 H -0.161 5.809 -2.138

---

[4]
Computed, not measured: C5H14N2 in the gas phase, with wB97M-V/def2-TZVPD.

Results
Energy relative to the best compared isomer or geometry (same formula, charge and spin) ... 113.2 kJ/mol
HOMO level ... -8.3 eV
M ... 102.2 g mol⁻¹
HOMO-LUMO gap ... 9.370 eV

Atoms and positions in Å:
1 C 2.122 -1.763 -0.671
2 N 1.610 -0.715 0.166
3 C 0.261 -0.228 -0.056
4 C -0.036 0.930 0.867
5 C -1.532 1.293 0.823
6 N -2.344 0.227 1.442
7 C 0.032 0.087 -1.529
8 H 2.841 -2.463 -0.207
9 H 2.479 -1.433 -1.647
10 H 1.326 -2.519 -0.858
11 H 2.309 0.010 0.244
12 H -0.477 -1.024 0.138
13 H 0.574 1.812 0.584
14 H 0.236 0.817 1.919
15 H -1.809 1.633 -0.180
16 H -1.617 2.253 1.380
17 H -2.404 0.486 2.420
18 H -3.259 0.179 1.019
19 H 0.038 -0.786 -2.179
20 H -1.017 0.314 -1.795
21 H 0.669 0.891 -1.882

---

[5]
Computed, not measured: a molecular structure, C35H39I2N5OPdSSbSe, with wB97M-V/def2-TZVPD.

Results
Energy relative to the best compared isomer or geometry (same formula, charge and spin) ... 14.7 kJ/mol
Total charge ... +1
HOMO level (spin up / spin down) ... -10.1 / -10.1 eV
M ... 1138.7 g mol⁻¹
HOMO-LUMO gap (spin up / spin down) ... 5.780 / 5.673 eV

Atoms and positions in Å:
1 Pd 0.391 0.532 -0.111
2 Se -0.493 2.720 -0.263
3 C -1.137 3.094 1.484
4 C -1.455 4.404 1.833
5 C -2.005 4.624 3.084
6 N -2.249 3.660 3.952
7 C -1.932 2.422 3.623
8 C -1.367 2.082 2.408
9 H -1.292 5.208 1.131
10 H -2.279 5.620 3.399
11 H -2.161 1.665 4.361
12 H -1.138 1.046 2.180
13 N 0.594 -1.755 -2.321
14 C 1.726 -1.905 -1.616
15 O 1.951 -1.291 -0.584
16 C 2.713 -2.898 -2.165
17 I 3.540 -2.057 -3.970
18 H 0.011 -0.935 -2.125
19 H 0.474 -2.226 -3.205
20 H 2.243 -3.842 -2.425
21 H 3.529 -3.052 -1.466
22 C -0.203 1.494 -4.119
23 N 0.792 2.541 -4.064
24 C 1.150 3.075 -5.366
25 C 1.618 2.599 -2.994
26 S 1.949 1.168 -2.133
27 N 2.208 3.747 -2.659
28 C 1.806 5.025 -3.206
29 C 3.090 3.824 -1.518
30 H -1.011 1.838 -4.763
31 H -0.603 1.328 -3.112
32 H 0.206 0.560 -4.520
33 H 1.267 2.242 -6.064
34 H 2.092 3.612 -5.315
35 H 0.367 3.738 -5.741
36 H 0.848 4.941 -3.715
37 H 2.559 5.407 -3.900
38 H 1.702 5.736 -2.386
39 H 3.777 2.980 -1.499
40 H 2.508 3.841 -0.589
41 H 3.672 4.737 -1.590
42 C -3.460 -1.713 5.115
43 C -4.088 -1.420 3.915
44 C -3.360 -1.377 2.737
45 C -2.000 -1.638 2.751
46 C -1.371 -1.927 3.952
47 C -2.099 -1.971 5.130
48 Sb -0.830 -1.494 0.935
49 C -2.422 -1.507 -0.519
50 C -3.351 -2.536 -0.600
51 C -4.310 -2.526 -1.600
52 C -4.378 -1.470 -2.497
53 C -3.476 -0.424 -2.398
54 C -2.493 -0.458 -1.425
55 C -0.164 -3.518 0.700
56 C -0.559 -4.280 -0.388
57 C -0.145 -5.596 -0.500
58 C 0.676 -6.152 0.467
59 C 1.091 -5.382 1.540
60 C 0.678 -4.066 1.652
61 H -4.027 -1.734 6.034
62 H -5.147 -1.207 3.894
63 H -3.857 -1.140 1.806
64 H -0.306 -2.122 3.973
65 H -1.595 -2.189 6.060
66 H -3.327 -3.341 0.124
67 H -5.008 -3.347 -1.673
68 H -5.139 -1.461 -3.261
69 H -3.535 0.420 -3.069
70 H -1.783 0.377 -1.358
71 H -1.200 -3.852 -1.149
72 H -0.469 -6.185 -1.345
73 H 0.989 -7.181 0.383
74 H 1.742 -5.801 2.293
75 H 1.015 -3.464 2.486
76 I 6.082 1.659 0.668
77 C 4.367 1.182 1.802
78 C 4.440 0.963 3.166
79 C 3.265 0.667 3.837
80 C 2.077 0.603 3.125
81 N 2.016 0.818 1.815
82 C 3.139 1.098 1.164
83 H 5.384 1.015 3.689
84 H 3.278 0.499 4.903
85 H 1.139 0.380 3.623
86 H 3.067 1.253 0.090

---

[6]
Computed, not measured: 2 unconnected molecules or ions with the total composition C4H8F4N2, with wB97M-V/def2-TZVPD.

Results
Energy relative to the best compared isomer or geometry (same formula, charge and spin) ... 250.2 kJ/mol
HOMO level (spin up / spin down) ... -8.9 / -7.6 eV
M ... 160.1 g mol⁻¹
HOMO-LUMO gap (spin up / spin down) ... 9.866 / 6.889 eV

Atoms and positions in Å:
1 C -1.664 0.700 0.863
2 C -0.647 0.891 -1.459
3 C -0.453 0.678 0.006
4 C 0.799 1.033 0.596
5 N 1.641 -2.180 0.260
6 N 0.380 -2.136 -0.005
7 F -0.392 -0.278 -2.174
8 F 0.879 0.628 1.874
9 F 0.945 2.408 0.628
10 F 1.933 0.704 -0.122
11 H -1.877 -0.081 1.618
12 H -1.624 1.670 1.588
13 H -2.559 0.605 0.117
14 H 0.109 1.485 -2.000
15 H -1.576 1.217 -1.686
16 H 2.214 -2.688 -0.376
17 H 1.824 -2.428 1.225
18 H 0.067 -2.228 -0.955